No. 1
An isolated molecule of C5H8O4 in a non-equilibrium geometry, computed with ωB97M-V/def2-TZVPD.

Frontier orbital gap ... 10.54 eV
Energy above the lowest of the compared OMol25 structures with the same formula, charge and spin ... 483.4 kJ/mol
M ... 132.11 g mol⁻¹
2S+1 ... 1
Highest occupied orbital energy ... -10.42 eV
SMILES ... COC(=O)CCC(=O)O

Bonds (Å) are listed after each position.
Cartesian coordinates (Å):
1 C 2.12404 -0.58423 -0.43872  O2 1.472, H10 1.173, H11 1.194, H12 1.187
2 O 1.53724 0.57309 -1.13367  C1 1.472, C3 1.474
3 C 0.84558 1.48804 -0.20736  O2 1.474, O4 1.362, C5 1.661
4 O 1.48312 2.59178 0.27333  C3 1.362
5 C -0.72992 1.32545 0.29381  C3 1.661, C6 1.654, H13 1.179, H14 1.192
6 C -0.99046 -0.07174 1.13937  C5 1.654, C7 1.663, H15 1.174, H16 1.177
7 C -1.55334 -1.16838 0.02242  C6 1.663, O8 1.340, O9 1.483
8 O -2.57378 -1.95933 0.38082  C7 1.340
9 O -1.01138 -1.29456 -1.35264  C7 1.483, H17 1.011
10 H 1.35377 -1.24796 0.14643  C1 1.173
11 H 2.59037 -1.29099 -1.28028  C1 1.194
12 H 3.03950 -0.31110 0.26604  C1 1.187
13 H -1.12329 2.25703 0.89980  C5 1.179
14 H -1.38104 1.24667 -0.70146  C5 1.192
15 H 0.00792 -0.41704 1.65118  C6 1.174
16 H -1.79500 0.06550 1.98805  C6 1.177
17 H -1.82333 -1.20224 -1.94712  O9 1.011

No. 2
An isolated molecule of C5H8O4 in a non-equilibrium geometry, computed with ωB97M-V/def2-TZVPD.

Frontier orbital gap ... 10.77 eV
Energy above the lowest of the compared OMol25 structures with the same formula, charge and spin ... 98.4 kJ/mol
M ... 132.12 g mol⁻¹
2S+1 ... 1
Highest occupied orbital energy ... -10.55 eV
SMILES ... CC(C)(C(=O)O)C(=O)O

Bonds (Å) are listed after each position.
Cartesian coordinates (Å):
1 C 0.12412 0.03022 1.50126  C2 1.491, H6 1.177, H7 1.211, H8 1.143
2 C -0.15912 0.19445 0.04715  C1 1.491, C3 1.474, C4 1.555, C5 1.571
3 C -0.26097 1.62004 -0.31235  C2 1.474, H9 1.096, H10 1.129, H11 1.113
4 C 1.11659 -0.32829 -0.67313  C2 1.555, O14 1.341, O15 1.200
5 C -1.43745 -0.50180 -0.54360  C2 1.571, O16 1.354, O17 1.295
6 H 0.91993 0.89256 1.59504  C1 1.177
7 H -0.97043 0.22785 1.98142  C1 1.211
8 H 0.54223 -0.97361 1.85411  C1 1.143
9 H 0.60464 2.21795 -0.00672  C3 1.096
10 H -1.19254 2.00248 0.19805  C3 1.129
11 H -0.18129 1.85179 -1.39764  C3 1.113
12 H 2.09774 -1.98830 -0.96988  O14 1.028
13 H -0.62704 -2.15985 -0.01792  O16 0.939
14 O 1.34970 -1.61400 -0.37167  C4 1.341, H12 1.028
15 O 1.89820 0.26956 -1.35965  C4 1.200
16 O -1.46272 -1.83285 -0.29394  C5 1.354, H13 0.939
17 O -2.36159 0.09181 -1.23054  C5 1.295

No. 3
An isolated ion of composition C5H8O6S2 and charge -2 in a non-equilibrium geometry, computed with ωB97M-V/def2-TZVPD.

Frontier orbital gap ... 7.33 eV
Net charge ... -2
M ... 228.25 g mol⁻¹
2S+1 ... 1
Highest occupied orbital energy ... -1.39 eV
SMILES ... C=C(CC)C(S(=O)(=O)[O-])S(=O)(=O)[O-]

Bonds (Å) are listed after each position.
Cartesian coordinates (Å):
1 C -0.64489 -0.70720 1.20981  C2 1.315, H14 1.077, H15 1.091
2 C -0.41981 0.25252 0.33904  C1 1.315, C4 1.471, C5 1.522
3 C -2.28843 -0.30238 -1.19644  C4 1.558, H16 1.199, H17 1.092, H18 1.061
4 C -1.51682 0.82869 -0.45390  C2 1.471, C3 1.558, H19 1.070, H20 1.085
5 C 1.02853 0.61812 0.04670  C2 1.522, S12 1.880, S13 1.761, H21 1.123
6 O 0.84452 -0.41268 -2.31863  S12 1.483
7 O 1.25829 1.49867 2.50411  S13 1.487
8 O 1.19381 -2.05711 -0.58594  S12 1.448
9 O 3.03651 -0.59327 -1.28594  S12 1.457
10 O 3.33115 1.13498 1.11672  S13 1.518
11 O 1.98576 -0.67092 2.17525  S13 1.439
12 S 1.60235 -0.76340 -1.09255  C5 1.880, O6 1.483, O8 1.448, O9 1.457
13 S 1.96671 0.61829 1.53687  C5 1.761, O7 1.487, O10 1.518, O11 1.439
14 H 0.09999 -1.33905 1.66403  C1 1.077
15 H -1.67175 -0.92703 1.50636  C1 1.091
16 H -2.48346 -1.03450 -0.26725  C3 1.199
17 H -3.18487 0.18969 -1.57872  C3 1.092
18 H -1.76114 -0.77880 -1.98401  C3 1.061
19 H -1.20472 1.70142 -0.98950  C4 1.070
20 H -2.32333 1.17075 0.18539  C4 1.085
21 H 1.15160 1.57322 -0.53140  C5 1.123

No. 4
An isolated molecule of C5H8OS2 in a non-equilibrium geometry, computed with ωB97M-V/def2-TZVPD.

Frontier orbital gap ... 7.99 eV
Energy above the lowest of the compared OMol25 structures with the same formula, charge and spin ... 608.2 kJ/mol
M ... 148.25 g mol⁻¹
2S+1 ... 1
Highest occupied orbital energy ... -8.49 eV

Bonds (Å) are listed after each position.
Cartesian coordinates (Å):
1 C -1.04762 -2.34821 -0.84285  C2 1.719, O6 1.271
2 C 0.12704 -1.10829 -0.64685  C1 1.719, C3 1.829, C5 1.541, H9 1.052
3 C 1.74446 -0.64066 0.06669  C2 1.829, S7 1.774, S8 1.619
4 C -0.32065 1.29312 0.18937  C5 1.546, H10 1.031, H11 0.987, H12 1.010
5 C -0.74710 -0.19242 0.23198  C2 1.541, C4 1.546, H13 1.022, H14 1.036
6 O -1.19325 -3.02889 0.22101  C1 1.271, H16 0.962
7 S 2.92489 -0.35515 -1.22709  C3 1.774, H15 1.424
8 S 2.04024 -0.62235 1.65802  C3 1.619
9 H 0.36505 -0.58061 -1.52572  C2 1.052
10 H 0.51423 1.59925 0.71099  C4 1.031
11 H -1.08497 1.82371 0.51921  C4 0.987
12 H -0.21908 1.49908 -0.79439  C4 1.010
13 H -1.73178 -0.43637 0.10604  C5 1.022
14 H -0.64318 -0.43083 1.23442  C5 1.036
15 H 4.03690 -0.74599 -0.42875  S7 1.424
16 H -0.71899 -3.06705 1.05692  O6 0.962

No. 5
An isolated molecule of C5H8OS2 in a non-equilibrium geometry, computed with ωB97M-V/def2-TZVPD.

Frontier orbital gap ... 9.04 eV
Energy above the lowest of the compared OMol25 structures with the same formula, charge and spin ... 402.9 kJ/mol
M ... 148.25 g mol⁻¹
2S+1 ... 1
Highest occupied orbital energy ... -8.70 eV

Bonds (Å) are listed after each position.
Cartesian coordinates (Å):
1 C -1.34449 -1.34130 1.83882  C3 1.341, H9 1.072, H10 1.080
2 C 1.37511 1.74183 0.18032  C4 1.291, H11 1.147, H12 1.100
3 C -0.15028 -1.91733 1.63998  C1 1.341, S7 1.773, H13 1.094
4 C 0.58941 0.72182 0.27056  C2 1.291, S7 2.148, S8 1.744
5 C 0.02330 0.15407 -2.21795  S8 1.810, H14 1.144, H15 1.129, H16 1.071
6 O -1.24652 1.98227 -0.78621  S8 1.510
7 S 1.32357 -1.15478 1.01484  C3 1.773, C4 2.148
8 S -0.85865 0.52640 -0.68207  C4 1.744, C5 1.810, O6 1.510
9 H -2.05702 -1.91017 2.40204  C1 1.072
10 H -1.63449 -0.30415 1.76001  C1 1.080
11 H 0.86998 2.60242 -0.38515  C2 1.147
12 H 2.33682 1.78954 0.71283  C2 1.100
13 H -0.05261 -2.94051 2.01359  C3 1.094
14 H -0.16366 -0.83672 -2.75876  C5 1.144
15 H 1.12482 -0.01890 -2.03864  C5 1.129
16 H -0.13529 0.90551 -2.96423  C5 1.071

No. 6
An isolated molecule of C5H8P2 in a non-equilibrium geometry, computed with ωB97M-V/def2-TZVPD.

Frontier orbital gap ... 8.58 eV
Energy above the lowest of the compared OMol25 structures with the same formula, charge and spin ... 236.2 kJ/mol
M ... 130.07 g mol⁻¹
2S+1 ... 1
Highest occupied orbital energy ... -8.55 eV
SMILES ... [H]/P=C\PC(C)=C=C

Bonds (Å) are listed after each position.
Cartesian coordinates (Å):
1 C -1.28138 -1.96555 -0.33291  P6 1.686, P7 1.875, H8 1.166
2 C -0.11208 1.61042 0.15332  C3 1.279, C4 1.326
3 C 0.24056 0.58702 -0.52755  C2 1.279, C5 1.495, P7 1.837
4 C -0.55927 2.72625 0.71188  C2 1.326, H9 1.083, H11 1.139
5 C 1.49310 -0.13080 -0.13742  C3 1.495, H12 1.066, H13 1.091, H14 1.106
6 P -0.69302 -2.62743 1.10201  C1 1.686, H10 1.457
7 P -1.09393 -0.38865 -1.32913  C1 1.875, C3 1.837, H15 1.433
8 H -1.70440 -2.74900 -1.08610  C1 1.166
9 H -1.09031 2.77204 1.65449  C4 1.083
10 H 0.01917 -1.61576 1.87192  P6 1.457
11 H -0.18350 3.71052 0.27798  C4 1.139
12 H 1.81336 -0.79124 -0.91025  C5 1.066
13 H 1.42113 -0.59806 0.84597  C5 1.091
14 H 2.23787 0.66419 0.05645  C5 1.106
15 H -0.50731 -1.20396 -2.35064  P7 1.433

No. 7
An isolated molecule of C5H8S in a non-equilibrium geometry, computed with ωB97M-V/def2-TZVPD.

Frontier orbital gap (alpha / beta) ... 7.53 / 6.74 eV
Energy above the lowest of the compared OMol25 structures with the same formula, charge and spin ... 499.0 kJ/mol
M ... 100.19 g mol⁻¹
2S+1 ... 1
Highest occupied orbital energy (alpha / beta) ... -8.31 / -7.50 eV

Bonds (Å) are listed after each position.
Cartesian coordinates (Å):
1 C 0.84925 -1.35808 -1.54616  C2 1.426, H7 1.139
2 C 0.09904 -0.86629 -0.43732  C1 1.426, C3 1.460, C4 1.524
3 C -0.13076 0.39838 0.25415  C2 1.460, C5 1.482, S6 1.698
4 C -0.52291 -1.97697 0.40021  C2 1.524, H8 1.127, H9 1.194, H10 0.967
5 C 0.62352 1.61814 -0.11977  C3 1.482, H11 1.125, H12 1.029, H13 1.129
6 S -1.30796 0.50727 1.47270  C3 1.698, H14 1.275
7 H 0.92063 -0.58396 -2.37795  C1 1.139
8 H -1.58789 -1.79841 0.72362  C4 1.127
9 H -0.02279 -1.97392 1.48475  C4 1.194
10 H -0.33717 -2.85292 0.03469  C4 0.967
11 H -0.00653 1.97650 -0.98077  C5 1.125
12 H 1.57822 1.38328 -0.42438  C5 1.029
13 H 0.69556 2.34162 0.74412  C5 1.129
14 H -0.94783 1.63588 1.94485  S6 1.275

No. 8
An isolated molecule of C5H8S, computed with ωB97M-V/def2-TZVPD.

Frontier orbital gap ... 9.52 eV
Energy above the lowest of the compared OMol25 structures with the same formula, charge and spin ... 15.0 kJ/mol
M ... 100.19 g mol⁻¹
2S+1 ... 1
Highest occupied orbital energy ... -8.53 eV
SMILES ... C1=CCSCC1

Bonds (Å) are listed after each position.
Cartesian coordinates (Å):
1 C 0.94194 0.01784 1.17679  C2 1.523, H6 1.110, H7 1.088, S14 1.812
2 C 0.08057 1.19206 0.72963  C1 1.523, C3 1.506, H8 1.126, H9 1.113
3 C -0.94848 0.82353 -0.30617  C2 1.506, C4 1.330, H10 1.104
4 C -0.94077 -0.27480 -1.05575  C3 1.330, C5 1.511, H11 1.084
5 C 0.11730 -1.35326 -1.02770  C4 1.511, H12 1.105, H13 1.086, S14 1.821
6 H 0.34838 -0.71382 1.76349  C1 1.110
7 H 1.78413 0.34547 1.78281  C1 1.088
8 H -0.42208 1.62578 1.63934  C2 1.126
9 H 0.74446 1.98786 0.32462  C2 1.113
10 H -1.79098 1.52812 -0.41869  C3 1.104
11 H -1.74076 -0.47825 -1.75788  C4 1.084
12 H 0.41627 -1.60015 -2.06203  C5 1.105
13 H -0.26650 -2.25162 -0.55384  C5 1.086
14 S 1.67652 -0.84877 -0.23462  C1 1.812, C5 1.821

No. 9
An isolated molecule of C5H8S in a non-equilibrium geometry, computed with ωB97M-V/def2-TZVPD.

Frontier orbital gap ... 8.04 eV
Energy above the lowest of the compared OMol25 structures with the same formula, charge and spin ... 87.6 kJ/mol
M ... 100.19 g mol⁻¹
2S+1 ... 1
Highest occupied orbital energy ... -8.45 eV
SMILES ... CC(C)=CC=S

Bonds (Å) are listed after each position.
Cartesian coordinates (Å):
1 C -0.93819 -1.02536 0.37968  C2 1.550, H6 1.084, H7 1.047, H8 1.127
2 C -0.11088 0.14609 -0.20784  C1 1.550, C3 1.512, C4 1.324
3 C -0.82913 0.73189 -1.40298  C2 1.512, H9 1.063, H10 1.073, H11 1.102
4 C 1.11568 0.51345 0.12959  C2 1.324, C5 1.435, H12 1.080
5 C 1.70640 -0.06399 1.30253  C4 1.435, H13 1.106, S14 1.650
6 H -1.82522 -0.65029 0.87673  C1 1.084
7 H -0.43990 -1.68691 1.02020  C1 1.047
8 H -1.43737 -1.51858 -0.50186  C1 1.127
9 H -0.30463 1.56177 -1.80932  C3 1.063
10 H -1.03119 0.00829 -2.16926  C3 1.073
11 H -1.82524 1.06464 -1.06885  C3 1.102
12 H 1.65217 1.33913 -0.31520  C4 1.080
13 H 1.06933 -0.75588 1.88411  C5 1.106
14 S 3.19817 0.33574 1.88248  C5 1.650

No. 10
An isolated molecule of C5H8S in a non-equilibrium geometry, computed with ωB97M-V/def2-TZVPD.

Frontier orbital gap (alpha / beta) ... 7.26 / 7.53 eV
Energy above the lowest of the compared OMol25 structures with the same formula, charge and spin ... 371.8 kJ/mol
M ... 100.19 g mol⁻¹
2S+1 ... 1
Highest occupied orbital energy (alpha / beta) ... -7.21 / -7.37 eV

Bonds (Å) are listed after each position.
Cartesian coordinates (Å):
1 C -2.22232 1.29047 0.15036  C2 1.382, H7 1.078, H8 1.029
2 C -0.94665 0.76940 0.25827  C1 1.382, C4 1.404, H9 1.127
3 C 0.63874 -1.29937 -0.15812  C4 1.497, C5 1.471, H10 1.050, H11 1.189
4 C -0.65203 -0.54200 -0.14814  C2 1.404, C3 1.497, H12 1.096
5 C 1.94155 -0.75619 0.25436  C3 1.471, S6 1.682, H13 1.080
6 S 2.46962 0.83803 0.35563  C5 1.682, H14 1.459
7 H -2.35652 2.30834 0.48032  C1 1.078
8 H -2.95877 0.77722 -0.35208  C1 1.029
9 H -0.19897 1.39458 0.82325  C2 1.127
10 H 0.43259 -2.22821 0.28717  C3 1.050
11 H 0.69549 -1.71496 -1.27120  C3 1.189
12 H -1.42628 -1.07609 -0.71097  C4 1.096
13 H 2.66483 -1.33737 0.80740  C5 1.080
14 H 1.91871 1.57614 -0.77626  S6 1.459